[1]
Formula: C2H4O3S
Source: OMol25
Level of theory: ωB97M-V/def2-TZVPD

As for the LUMO energy (alpha / beta): -0.8947 / -1.6142 eV. Its net charge is 0. As for the HOMO energy (alpha / beta): -10.13 / -9.23 eV. For the HOMO-LUMO gap (alpha / beta), the calculation gives 9.23 / 7.62 eV. The calculation puts the maximum force at 5.02 eV Å⁻¹.

CARTESIAN COORDINATES (ANGSTROEM)
C: -0.78807 1.26474 -0.18455
C: 0.63308 -0.83478 -0.69123
O: 0.12625 -0.22815 1.78791
O: -1.90061 -1.03499 0.46978
O: 1.89103 -0.84178 -0.21802
S: -0.60446 -0.24525 0.56487
H: -0.35233 2.12617 0.03169
H: -1.55314 1.08408 -0.86475
H: 0.54050 -0.30089 -1.64450
H: 2.00775 -0.98914 0.74880

Here are the Löwdin charges for atoms 1 to 5, given in e:
1 C -0.04
2 C -0.13
3 O -0.33
4 O -0.36
5 O -0.01

[2]
Formula: C8H11O
Source: OMol25
Level of theory: ωB97M-V/def2-TZVPD

As for the LUMO energy: -5.1915 eV. Its net charge is +1. As for the HOMO energy: -14.43 eV. For the HOMO-LUMO gap, the calculation gives 9.24 eV. The calculation puts the maximum force at 4.35 eV Å⁻¹.

CARTESIAN COORDINATES (ANGSTROEM)
C: -1.11913 -0.05151 -0.96973
C: -0.77750 -1.31264 -0.72790
C: -0.27258 1.06219 -0.47031
C: 0.88787 1.22797 0.06345
C: 0.23694 -1.81286 0.19204
C: -0.87748 2.47149 -0.62283
C: 1.91381 1.58438 0.92914
C: -0.15359 -3.18718 0.62408
O: 1.16559 -1.22233 0.73614
H: -1.89420 0.37760 -1.48396
H: -1.46961 -1.95397 -1.21657
H: -0.36605 3.30202 -0.17019
H: -1.91198 2.51075 -0.38977
H: -1.02818 2.89182 -1.58922
H: 1.43423 1.84845 1.80661
H: 2.52725 2.31689 0.46025
H: 2.52188 0.75534 0.78255
H: 0.72283 -3.74402 1.01609
H: -0.46246 -3.94963 -0.19431
H: -1.07764 -3.11476 1.22443

Here are the Löwdin charges for atoms 1 to 5, given in e:
1 C 0.04
2 C 0.01
3 C -0.16
4 C 0.15
5 C -0.39

[3]
Formula: CH4N2P
Source: OMol25
Level of theory: ωB97M-V/def2-TZVPD

As for the LUMO energy (alpha / beta): -7.2479 / -6.9565 eV. Its net charge is +1. As for the HOMO energy (alpha / beta): -15.04 / -15.61 eV. For the HOMO-LUMO gap (alpha / beta), the calculation gives 7.80 / 8.66 eV. The calculation puts the maximum force at 5.36 eV Å⁻¹. As for the SMILES: [H]/P=N/C=[NH2+].

CARTESIAN COORDINATES (ANGSTROEM)
C: 0.53618 -0.47749 0.26389
N: -0.66517 -0.66652 -0.04047
N: 1.31232 0.59304 0.21873
P: -2.63300 0.25565 0.03570
H: 1.04209 -1.41809 0.52322
H: 2.30936 0.49904 0.33726
H: 0.95165 1.48541 -0.08501
H: -2.85344 -0.27103 -1.25332

Here are the Löwdin charges for atoms 1 to 5, given in e:
1 C -0.35
2 N -0.03
3 N 0.17
4 P 0.96
5 H 0.16

Repeat the third record exactly.
Formula: CH4N2P
Source: OMol25
Level of theory: ωB97M-V/def2-TZVPD

As for the LUMO energy (alpha / beta): -7.2479 / -6.9565 eV. Its net charge is +1. As for the HOMO energy (alpha / beta): -15.04 / -15.61 eV. For the HOMO-LUMO gap (alpha / beta), the calculation gives 7.80 / 8.66 eV. The calculation puts the maximum force at 5.36 eV Å⁻¹. As for the SMILES: [H]/P=N/C=[NH2+].

CARTESIAN COORDINATES (ANGSTROEM)
C: 0.53618 -0.47749 0.26389
N: -0.66517 -0.66652 -0.04047
N: 1.31232 0.59304 0.21873
P: -2.63300 0.25565 0.03570
H: 1.04209 -1.41809 0.52322
H: 2.30936 0.49904 0.33726
H: 0.95165 1.48541 -0.08501
H: -2.85344 -0.27103 -1.25332

Here are the Löwdin charges for atoms 1 to 5, given in e:
1 C -0.35
2 N -0.03
3 N 0.17
4 P 0.96
5 H 0.16

Look up the net charge of the second one. +1